96
Properties=species:S:1:pos:R:3:forces:R:3:lowdin_charge:R:1 method="wB97M-V/def2-TZVPD" total_energy_ev=-144882.835 fmax_ev_per_a=0.231 total_charge=+3 e_above_lowest_kcal_mol=20.04 lumo_energy_ev=-8.034
In 2.062488 0.060855 0.551304 0.2 -0.1 0.0 0.903
C 4.531112 1.646007 -0.548888 0.0 0.0 0.0 -0.166
C 5.275598 0.670759 0.363040 0.0 0.0 0.0 -0.137
N 4.329912 -0.259654 1.036872 0.0 0.0 0.0 -0.065
C 4.695748 -1.696009 0.978912 0.0 0.0 0.0 -0.075
C 3.060967 -3.044182 -0.594682 0.0 0.0 0.0 -0.583
S 1.967217 -1.818188 -1.430070 0.0 0.0 0.0 1.004
C 2.946428 -1.024508 -2.726551 0.0 0.0 0.0 -0.385
C 4.002680 -0.051072 -2.235837 0.0 0.0 0.0 -0.224
N 3.471032 0.934847 -1.280369 0.0 0.0 0.0 -0.119
H 4.055006 2.428621 0.046900 0.0 0.0 0.0 0.127
H 5.246593 2.133602 -1.215825 0.0 0.0 0.0 0.142
H 6.008153 0.093448 -0.198261 0.0 0.0 0.0 0.123
H 5.838144 1.236415 1.105382 0.0 0.0 0.0 0.143
H 4.320723 -0.001360 2.018576 0.0 0.0 0.0 0.068
H 5.367231 -1.866289 0.138251 0.0 0.0 0.0 0.118
H 5.267814 -1.959262 1.871495 0.0 0.0 0.0 0.149
H 4.858176 -2.764390 -1.550812 0.0 0.0 0.0 0.038
H 2.385392 -3.896566 -0.483002 0.0 0.0 0.0 0.114
H 3.387407 -1.795715 -3.357001 0.0 0.0 0.0 0.097
H 2.185365 -0.515767 -3.321976 0.0 0.0 0.0 0.095
H 4.800481 -0.601033 -1.737563 0.0 0.0 0.0 0.097
H 4.460711 0.445945 -3.096353 0.0 0.0 0.0 0.149
H 2.898155 1.608430 -1.781928 0.0 0.0 0.0 0.137
C -5.666420 -1.138703 1.439733 0.0 0.0 0.0 -0.049
C -4.169593 -0.748184 1.480702 0.0 0.0 0.0 -0.129
N -3.470912 -1.237608 0.291936 -0.2 0.0 -0.1 -0.142
C -3.713024 -2.671927 0.140185 0.0 0.0 0.0 -0.132
C -5.205350 -2.951400 -0.161363 0.0 0.0 0.0 -0.050
N -5.946159 -1.662534 0.059447 0.0 0.0 0.0 -0.086
C -5.525688 -0.649295 -0.967761 0.0 0.0 0.0 -0.057
C -3.985581 -0.531412 -0.884672 0.0 0.0 0.0 -0.130
H -6.332461 -0.296324 1.615275 0.0 0.0 0.0 0.140
H -5.917539 -1.934776 2.138495 0.0 0.0 0.0 0.139
H -3.706192 -1.167368 2.372337 0.0 0.0 0.0 0.128
H -4.057743 0.334780 1.523116 0.0 0.0 0.0 0.129
H -3.411429 -3.174844 1.058307 0.0 0.0 0.0 0.129
H -3.095926 -3.056518 -0.670181 0.0 0.0 0.0 0.128
H -5.640933 -3.700174 0.497137 0.0 0.0 0.0 0.140
H -5.382218 -3.247534 -1.193758 0.0 0.0 0.0 0.140
H -6.946153 -1.835239 -0.033106 0.0 0.0 0.0 0.196
H -6.033026 0.282926 -0.724323 0.0 0.0 0.0 0.138
H -5.878010 -0.996887 -1.936905 0.0 0.0 0.0 0.135
H -3.704533 0.518563 -0.827989 0.0 0.0 0.0 0.099
H -3.519330 -0.953856 -1.774309 0.0 0.0 0.0 0.135
Se 4.909199 -5.041675 -0.758055 0.0 0.0 0.1 1.175
N 4.520171 -4.918188 0.987210 0.0 0.0 -0.1 -0.226
C 3.872525 -3.973140 1.548575 0.0 0.0 0.0 -0.348
C 3.443368 -4.192966 2.923189 0.0 0.0 0.0 0.048
C 2.496541 -3.418154 3.474736 0.0 0.0 0.0 -0.015
C 1.941253 -2.338031 2.694581 0.0 0.0 0.0 -0.091
N 2.345157 -1.981118 1.527285 0.0 0.0 0.0 0.003
C 3.476063 -2.657436 0.876778 0.0 0.0 0.0 -0.377
N 4.147881 -3.473670 -1.415895 0.0 0.0 0.0 -0.350
H 3.868970 -5.047693 3.434109 0.0 0.0 0.0 0.141
H 2.110350 -3.590354 4.468881 0.0 0.0 0.0 0.125
H 1.132467 -1.753595 3.126940 0.0 0.0 0.0 0.138
C -3.639114 1.960969 -5.197235 0.0 0.0 0.0 -0.058
C -4.101186 2.755558 -3.976246 0.0 0.0 0.0 -0.557
C -4.132284 4.245362 -4.347232 0.0 0.0 0.0 -0.029
C -5.516371 2.291334 -3.603251 0.0 0.0 0.0 -0.036
C -3.176429 2.553853 -2.774690 0.0 0.0 0.0 -0.157
C -3.461516 3.222187 -1.571794 0.0 0.0 0.0 -0.016
C -2.671991 3.113060 -0.433278 0.0 0.0 0.0 0.032
C -1.569786 2.292545 -0.536100 -0.1 0.0 0.0 -0.194
O -0.621015 1.965703 0.429875 -0.1 0.0 0.0 0.121
B 0.210631 1.060310 -0.188636 0.1 0.1 0.1 -0.585
O -0.155002 0.826930 -1.496579 0.1 0.0 -0.1 0.114
C -1.282168 1.619317 -1.701140 0.0 -0.1 0.0 -0.184
C -2.052368 1.728063 -2.838428 0.0 0.0 0.0 0.068
H -4.329577 2.133066 -6.022413 0.0 0.0 0.0 0.097
H -3.622646 0.884826 -5.005459 0.0 0.0 0.0 0.085
H -2.648320 2.271773 -5.533259 0.0 0.0 0.0 0.093
H -4.784455 4.399376 -5.207476 0.0 0.0 0.0 0.097
H -3.135576 4.602096 -4.610181 0.0 0.0 0.0 0.098
H -4.509987 4.862773 -3.532058 0.0 0.0 0.0 0.084
H -6.188705 2.420760 -4.451803 0.0 0.0 0.0 0.098
H -5.927642 2.858635 -2.767308 0.0 0.0 0.0 0.083
H -5.516788 1.229874 -3.337363 0.0 0.0 0.0 0.070
H -4.324514 3.873052 -1.529418 0.0 0.0 0.0 0.119
H -2.902807 3.655443 0.473483 0.0 0.0 0.0 0.132
H -1.783977 1.192499 -3.737429 0.0 0.0 0.0 0.125
S 1.951225 3.399097 4.003916 0.0 0.0 0.0 1.176
C 1.628572 2.343788 2.714952 0.0 0.0 0.0 -0.445
N 2.244292 1.188726 2.720176 0.0 0.0 0.0 -0.034
C 3.052323 1.084152 3.860665 0.0 0.0 0.0 -0.299
C 3.828159 -0.014406 4.253282 0.0 0.0 0.0 -0.039
C 4.572488 0.073286 5.411649 0.0 0.0 0.0 -0.039
C 4.554745 1.229472 6.201654 0.0 0.0 0.0 -0.038
C 3.777214 2.310370 5.847815 0.0 0.0 0.0 -0.045
C 3.029201 2.222100 4.674711 0.0 0.0 0.0 -0.440
H 0.936345 2.630636 1.934509 0.0 0.0 0.0 0.066
H 3.827255 -0.942917 3.696570 0.0 0.0 0.0 0.083
H 5.171170 -0.771410 5.725130 0.0 0.0 0.0 0.121
H 5.147045 1.267881 7.105107 0.0 0.0 0.0 0.126
H 3.745299 3.199263 6.463029 0.0 0.0 0.0 0.128